A molecular structure, C55H51I2N7O2TeTi in a non-equilibrium geometry. Source: the OMol25 dataset; level of theory: wB97M-V/def2-TZVPD.

Kohn-Sham gap (alpha / beta)   0.171 / 0.173 hartree
M   1271.34 g mol⁻¹
⟨S²⟩   0.775
Max |F|   4.3 eV/Å
Multiplicity   2
E_HOMO (alpha / beta)   -3.31 / -3.37 eV
E_LUMO (alpha / beta)   1.35 / 1.35 eV
Charge   -1

Last column: Mulliken charge in e.
Element x y z (Å)
Ti -1.449 0.417 0.845  -1.8664
C -5.835 5.323 -0.259  -0.5724
C -6.166 4.227 -1.035  -0.7858
C -5.213 3.285 -1.370  -0.1831
C -3.887 3.422 -0.939  -0.9594
C -3.560 4.568 -0.192  -0.2616
C -4.523 5.489 0.157  -0.5950
N -2.938 2.453 -1.081  0.8292
C -1.972 2.460 -1.987  0.4511
C -2.131 2.997 -3.286  -0.8060
C -1.134 2.913 -4.227  -0.9683
C 0.085 2.319 -3.910  -0.8594
C 0.306 1.860 -2.627  0.8394
C -0.684 1.925 -1.648  -0.6078
N -0.439 1.641 -0.332  2.3771
N 0.670 2.119 0.204  -1.3393
C 0.957 1.663 1.416  0.3493
C 2.032 2.226 2.161  -1.4263
C 2.462 1.594 3.290  -0.5559
C 1.852 0.382 3.676  -1.4660
C 0.761 -0.059 2.966  -0.1039
N 0.263 0.585 1.910  1.6802
H -6.590 6.042 0.026  0.4116
H -7.179 4.110 -1.398  0.3726
H -5.483 2.445 -1.997  0.4988
H -2.534 4.689 0.131  0.3861
H -4.249 6.351 0.752  0.3820
H -3.081 3.447 -3.533  0.4680
H -1.300 3.311 -5.218  0.3875
H 0.869 2.241 -4.651  0.5006
H 1.253 1.420 -2.365  -0.1597
H 2.473 3.143 1.802  0.4986
H 3.271 1.997 3.882  0.4780
H 2.214 -0.178 4.523  0.4687
H 0.258 -0.982 3.249  0.7434
I -7.437 3.778 4.129  -0.0175
C -5.627 3.116 3.256  -0.6764
C -4.444 3.739 3.609  -0.0378
C -3.306 3.292 2.994  -0.4538
I -1.402 4.096 3.407  -0.0458
C -3.272 2.272 2.022  0.8421
O -2.140 2.000 1.488  -0.0892
C -4.503 1.643 1.709  0.5728
C -4.650 0.599 0.617  -2.0224
N -3.466 -0.181 0.282  0.3494
C -3.528 -1.526 0.844  -0.6155
C -3.204 -1.373 2.304  0.8464
C -3.861 -2.028 3.311  -1.1833
C -3.585 -1.707 4.647  -0.6484
C -2.698 -0.644 4.871  -1.3057
C -2.072 -0.035 3.817  -0.1317
N -2.243 -0.419 2.519  1.3766
C -5.656 2.083 2.339  -0.3788
H -4.409 4.538 4.332  0.4832
H -5.006 1.123 -0.276  0.2837
H -5.460 -0.081 0.927  0.5602
H -3.279 -0.191 -0.734  0.6458
H -2.785 -2.172 0.358  -0.2929
H -4.522 -1.988 0.703  0.6039
H -4.600 -2.777 3.061  0.5394
H -4.072 -2.217 5.461  0.4432
H -2.514 -0.291 5.875  0.5139
H -1.404 0.804 3.985  0.5069
H -6.596 1.611 2.089  0.4654
C 7.585 -3.849 2.434  -1.6074
C 6.345 -3.210 1.885  0.7831
C 5.208 -3.942 1.590  -1.0124
C 4.069 -3.342 1.067  1.2253
C 2.850 -4.196 0.879  -1.1686
C 4.053 -1.972 0.793  -0.5479
Te 2.221 -1.045 0.002  0.0844
N -0.627 -0.969 -0.164  1.4591
C -1.202 -1.426 -1.229  -0.9736
O -2.033 -0.781 -1.929  -0.8829
C -0.965 -2.879 -1.568  -0.0388
C -0.525 -3.744 -0.570  0.6296
C -0.439 -5.102 -0.810  -1.0191
C -0.797 -5.605 -2.051  -0.4972
C -1.226 -4.749 -3.054  -0.8646
C -1.314 -3.390 -2.813  -0.0662
C 3.038 -0.544 -1.952  0.8254
C 3.445 0.755 -2.264  0.6438
C 3.525 1.882 -1.277  -1.7336
C 3.772 1.080 -3.578  -1.0032
C 3.679 0.162 -4.604  0.8704
C 3.972 0.538 -6.024  -1.9182
C 3.279 -1.127 -4.283  -1.0294
C 2.966 -1.489 -2.982  1.3750
C 2.533 -2.900 -2.732  -1.7018
C 5.169 -1.218 1.162  1.2459
C 5.205 0.273 1.049  -1.1401
C 6.294 -1.841 1.683  -0.8845
H 7.445 -4.919 2.558  0.3462
H 7.841 -3.415 3.400  0.3458
H 8.425 -3.679 1.762  0.3285
H 5.200 -5.007 1.786  0.2691
H 3.089 -5.245 1.038  0.3723
H 2.424 -4.077 -0.115  -0.1278
H 2.089 -3.899 1.601  0.2624
H -0.275 -3.332 0.400  0.2538
H -0.114 -5.771 -0.024  0.4062
H -0.756 -6.670 -2.231  0.3905
H -1.511 -5.155 -4.017  0.4167
H -1.664 -2.704 -3.570  0.5365
H 2.998 1.647 -0.358  -0.3231
H 3.073 2.776 -1.703  0.5933
H 4.564 2.118 -1.054  0.5394
H 4.072 2.097 -3.794  0.3071
H 4.260 1.583 -6.091  0.3446
H 3.087 0.376 -6.638  0.3651
H 4.776 -0.079 -6.422  0.4632
H 3.185 -1.863 -5.072  0.3730
H 2.556 -3.472 -3.658  0.4922
H 1.516 -2.919 -2.339  0.2199
H 3.198 -3.374 -2.012  0.1451
H 4.219 0.689 1.241  -0.2646
H 5.525 0.562 0.052  0.2195
H 5.912 0.685 1.766  0.5167
H 7.150 -1.236 1.958  0.4163

=====

A molecular structure, C55H52IN7OSZr in a non-equilibrium geometry. Source: the OMol25 dataset; level of theory: wB97M-V/def2-TZVPD.

Kohn-Sham gap   0.208 hartree
M   1077.26 g mol⁻¹
Max |F|   2.0 eV/Å
Multiplicity   1
E_HOMO   -11.91 eV
E_LUMO   -6.24 eV
Charge   +2

Last column: Mulliken charge in e.
Element x y z (Å)
Zr 0.834 0.322 0.626  1.0400
C -2.240 4.967 -4.759  -0.6375
C -0.854 4.904 -4.750  -0.9241
C -0.194 4.130 -3.808  -0.2606
C -0.917 3.440 -2.834  0.6221
C -2.310 3.526 -2.838  -0.3693
C -2.968 4.267 -3.807  -0.9698
C -0.223 2.652 -1.783  0.6976
C 0.651 1.632 -2.180  0.4568
C 0.928 1.266 -3.533  -1.2323
C 1.970 0.390 -3.511  -1.5699
C 2.330 0.192 -2.142  -0.0280
N 1.468 0.907 -1.333  -0.4474
C 3.369 -0.634 -1.694  0.9457
C 3.605 -0.929 -0.347  0.3570
C 4.711 -1.702 0.128  -1.5887
C 4.591 -1.791 1.478  -1.4465
C 3.423 -1.056 1.858  0.4930
C 2.999 -0.879 3.185  1.6582
C 3.775 -1.549 4.272  0.1193
C 5.127 -1.270 4.463  -0.2309
C 5.839 -1.885 5.481  -0.8979
C 5.221 -2.806 6.313  -0.5221
C 3.872 -3.080 6.147  -0.8858
C 3.155 -2.442 5.147  -0.3153
C 1.944 -0.046 3.568  0.2919
N 1.174 0.723 2.716  0.0915
C 0.398 1.532 3.517  0.3836
C -0.408 2.589 3.084  2.0815
C -1.143 3.359 4.122  -0.5907
C -0.847 4.697 4.374  -0.0658
C -1.535 5.389 5.359  -0.9128
C -2.528 4.757 6.093  -0.4385
C -2.833 3.427 5.841  -0.8784
C -2.141 2.729 4.865  -0.1428
C -0.532 2.979 1.751  0.5458
C -1.285 4.117 1.312  -1.6439
C -1.215 4.148 -0.039  -1.5857
C -0.444 3.011 -0.450  0.6481
N -0.002 2.323 0.660  0.2155
C 0.661 1.237 4.894  -1.9111
C 1.612 0.272 4.926  -1.6261
N 2.817 -0.546 0.723  -0.0435
C 4.264 -1.229 -2.719  0.5026
C 4.957 -0.402 -3.605  -0.2334
C 5.791 -0.944 -4.569  -0.8684
C 5.947 -2.320 -4.661  -0.5351
C 5.250 -3.151 -3.797  -0.9411
C 4.413 -2.611 -2.833  -0.1123
H -2.751 5.574 -5.494  0.4471
H -0.277 5.469 -5.470  0.4514
H 0.888 4.091 -3.799  0.4955
H -2.877 3.018 -2.065  0.7529
H -4.050 4.300 -3.814  0.4771
H 0.398 1.629 -4.398  0.7754
H 2.442 -0.088 -4.352  0.6561
H 5.489 -2.113 -0.492  0.6697
H 5.260 -2.286 2.161  0.7495
H 5.619 -0.541 3.830  0.5874
H 6.881 -1.634 5.627  0.4231
H 5.783 -3.295 7.097  0.4210
H 3.372 -3.781 6.803  0.4195
H 2.095 -2.626 5.064  0.3896
H -0.057 5.185 3.817  0.5488
H -1.292 6.424 5.559  0.4209
H -3.060 5.296 6.865  0.4221
H -3.611 2.933 6.408  0.4121
H -2.384 1.694 4.657  0.5004
H -1.800 4.810 1.954  0.6063
H -1.632 4.887 -0.701  0.6771
H 0.209 1.740 5.732  0.5329
H 2.080 -0.153 5.797  0.6170
H 4.854 0.673 -3.516  0.5218
H 6.328 -0.290 -5.243  0.4190
H 6.612 -2.743 -5.402  0.4158
H 5.358 -4.225 -3.872  0.4362
H 3.846 -3.269 -2.187  0.3429
C -5.347 -3.615 -2.193  -0.8963
C -5.445 -3.970 -0.705  -0.5000
C -4.744 -3.008 0.261  -0.7675
C -3.223 -2.898 0.121  -0.7590
N -2.834 -2.136 -1.059  0.3612
C -2.268 -0.942 -1.096  1.0569
S -1.847 -0.096 0.350  -0.6594
N -2.050 -0.362 -2.271  1.0028
C -2.276 -0.902 -3.614  -0.3688
C -2.967 0.102 -4.538  -0.4516
C -4.490 0.173 -4.358  -0.5411
C -4.970 0.736 -3.020  -0.3979
H -6.111 -4.148 -2.757  0.4536
H -4.386 -3.916 -2.623  0.2557
H -5.511 -2.546 -2.350  0.1066
H -5.072 -4.985 -0.546  0.2726
H -6.501 -3.972 -0.430  0.3656
H -4.961 -3.339 1.278  0.3795
H -5.169 -2.005 0.157  0.2340
H -2.776 -3.894 0.037  0.3307
H -2.812 -2.397 0.995  0.5265
H -3.150 -2.534 -1.929  -0.2893
H -1.695 0.581 -2.239  -1.0614
H -2.891 -1.801 -3.571  0.2345
H -1.300 -1.185 -4.019  0.2613
H -2.762 -0.209 -5.563  0.4933
H -2.522 1.093 -4.400  -0.0967
H -4.906 -0.828 -4.507  0.2396
H -4.891 0.799 -5.158  0.4042
H -4.641 0.134 -2.173  -0.1783
H -6.059 0.762 -2.999  0.4703
H -4.607 1.755 -2.878  -0.0785
N 0.684 -3.489 2.752  -0.2012
C 0.797 -2.827 1.615  0.3695
O 0.350 -1.677 1.491  -0.0267
C 1.429 -3.565 0.459  -1.1387
I 0.735 -2.676 -1.349  0.0995
H 0.267 -3.016 3.538  0.3146
H 1.054 -4.415 2.892  0.2210
H 1.150 -4.614 0.441  0.6988
H 2.514 -3.462 0.480  0.3774